No. 1
C24H32N2O5S | ωB97M-V/def2-TZVPD

```
64
Properties=species:S:1:pos:R:3:forces:R:3:nbo_charge:R:1
C -4.9915 1.2983 1.8016 -4.4 2.8 -4.7 -0.24
H -4.3147 1.0017 2.4692 3.0 -1.2 2.5 0.19
O -4.3790 1.3981 0.3701 -1.3 0.9 4.5 -0.57
C -3.5089 2.5217 0.4429 -1.5 1.3 2.0 -0.13
C -2.7559 2.3557 -0.7593 9.4 2.7 2.1 -0.20
N -1.4366 1.5254 -0.2616 0.7 -0.1 1.0 -0.49
C -0.1767 1.9573 0.2086 -13.5 12.0 -7.8 0.77
O 0.6298 1.2682 0.3426 13.3 -11.2 4.3 -0.57
C 0.1166 3.5111 -0.3544 -0.6 -1.4 3.3 -0.60
C 1.5353 3.6516 -0.0491 4.6 2.1 -0.1 -0.20
C 2.3681 4.3330 0.9444 -15.2 -0.7 3.3 -0.18
C 3.6353 4.4505 0.8207 4.9 2.5 6.9 -0.33
C 3.8305 3.7541 -0.2279 13.3 -0.6 -4.3 -0.47
S 2.8499 3.1252 -1.2363 -6.0 -1.3 -1.3 0.51
H 4.9768 3.6906 -0.6573 -2.5 -0.1 1.1 0.21
H 4.2847 4.7507 1.8004 -1.1 -0.6 -3.3 0.25
H 1.5231 4.6003 1.9711 3.1 -0.3 -3.0 0.19
H -0.4593 4.0378 0.4909 0.4 0.4 -2.1 0.25
H -0.0791 3.6016 -1.4661 -0.4 0.1 1.7 0.25
C -1.6116 0.0993 0.0393 -0.4 1.6 0.3 -0.18
C -1.2408 -0.8096 -1.0823 2.4 -1.8 0.8 -0.08
C -1.6012 -2.0898 -0.9825 -3.8 -4.4 -2.1 -0.20
C -1.1719 -3.0966 -1.9919 -2.1 -0.1 5.4 -0.25
C -0.0798 -2.8305 -2.6934 0.8 -0.1 -6.2 0.24
C 0.3925 -1.4474 -3.0391 -1.7 -3.2 5.8 0.27
C -0.1315 -0.6820 -1.9298 1.3 3.5 -2.5 -0.27
H 0.1651 0.3404 -1.7472 1.1 0.3 -0.8 0.22
O 1.5637 -1.3038 -3.7028 -1.0 1.4 2.1 -0.48
C 2.1351 -0.0190 -3.3392 -3.6 -2.4 -15.6 -0.21
H 1.4405 0.7132 -3.7178 -0.4 0.6 0.6 0.18
H 2.5218 0.1582 -2.5594 4.9 1.6 11.3 0.16
H 2.8599 -0.0279 -4.2243 0.0 0.7 1.7 0.19
O 0.1647 -3.9106 -3.6333 -5.1 0.9 5.7 -0.51
C 0.9964 -3.7309 -4.5545 8.1 -1.1 -7.3 -0.23
H 2.0498 -3.5333 -4.1387 -0.9 -0.8 -0.7 0.15
H 1.0486 -2.9985 -5.4241 -1.7 0.4 1.3 0.17
H 1.0299 -4.6713 -5.2713 0.1 1.1 1.8 0.17
H -1.5860 -4.1683 -1.8437 0.8 2.0 -0.8 0.25
H -2.5634 -2.3736 -0.4513 1.4 0.2 -0.1 0.21
H -2.6346 0.1207 0.0440 -2.9 -1.0 0.3 0.26
C -1.2434 -0.2767 1.5610 -8.1 15.1 -0.7 0.71
O -1.4624 0.6189 2.5095 -0.7 -2.7 -3.1 -0.74
N -0.4746 -1.1295 1.6895 7.6 -9.5 -0.6 -0.55
H -0.1483 -1.5975 0.9043 0.5 -1.2 -2.0 0.41
C 0.2037 -1.3708 2.8217 -2.1 -6.3 5.6 -0.02
H -0.5401 -1.1979 3.6141 1.0 1.0 0.1 0.25
C 0.2476 -3.1151 3.0896 2.1 2.9 -1.4 -0.41
C 1.5373 -3.4584 2.4042 0.4 7.3 -3.5 -0.40
H 2.0842 -4.2620 2.4816 2.3 -4.7 1.1 0.20
H 1.6377 -3.1854 1.3069 -1.5 -1.1 0.5 0.18
C 2.5620 -2.1577 2.7262 -2.5 -2.8 0.2 -0.38
H 3.3807 -1.9769 2.0392 -0.3 0.0 -0.4 0.21
H 2.9442 -2.5179 3.6014 1.7 -0.4 2.6 0.19
C 1.5854 -1.0477 2.9992 3.2 2.9 -3.1 -0.46
H 1.7791 -0.5408 3.9031 0.2 0.6 1.1 0.24
H 1.9285 -0.3680 2.1591 -0.9 0.3 1.1 0.24
H -0.5928 -3.5100 2.5761 -1.1 -0.7 0.4 0.22
H 0.4370 -3.2158 4.1524 -0.9 -0.4 0.2 0.21
H -2.0865 3.2607 -1.1646 -2.7 -1.7 0.3 0.23
H -2.9712 1.5783 -1.3389 -2.3 -2.0 -3.4 0.23
H -4.0832 3.5067 0.3238 0.3 -1.1 0.8 0.17
H -2.8363 2.4762 1.4484 -1.6 0.4 -2.4 0.24
H -5.7678 0.5334 1.5899 0.3 0.6 0.7 0.20
H -5.5166 2.3825 2.1950 1.5 -3.0 -1.5 0.17
```
Forces are in eV/Å.

2S+1: 1
Total energy: -49440.457 eV
HOMO: -7.97 eV
Gap between HOMO and LUMO: 8.468 eV

No. 2
C24H32N2O9 | ωB97M-V/def2-TZVPD

```
67
Properties=species:S:1:pos:R:3:forces:R:3:nbo_charge:R:1
O -2.4969 -0.3870 -0.2766 0.3 -0.3 0.0 -0.74
C -3.0782 -1.6671 -0.5710 -0.5 -0.2 0.3 -0.09
C -2.3892 -2.8606 0.1880 -1.0 -0.6 -0.4 -0.10
O -2.1889 -2.5733 1.5838 1.5 0.5 -0.9 -0.53
C -0.8531 -2.0945 1.7174 0.1 0.2 -1.2 0.22
O -0.0087 -3.2427 1.8782 0.1 0.9 0.4 -0.55
C 1.3679 -2.8737 1.9345 1.2 -0.3 0.2 -0.11
C 1.9930 -2.4749 0.5559 0.0 -0.7 -1.3 -0.07
C 2.0868 -3.5009 -0.4625 0.9 2.4 -0.3 -0.19
C 2.7151 -3.1750 -1.7810 0.1 2.4 1.6 -0.21
C 3.2091 -1.8338 -1.9889 -0.8 -1.1 0.9 -0.20
C 3.0856 -0.7414 -0.9643 -0.1 -2.1 -0.9 0.08
N 3.5836 0.5082 -1.3145 -1.5 0.2 3.2 -0.36
C 3.3747 1.3893 -0.3065 -0.1 -0.4 0.0 0.01
C 2.7446 1.0762 1.0035 0.2 -0.9 -0.4 0.01
N 2.3002 -0.1534 1.3579 1.3 1.5 -2.5 -0.40
C 2.4662 -1.0727 0.3279 -0.1 -1.4 -0.6 0.18
H -3.1344 0.3288 -0.4196 0.2 -0.6 0.0 0.48
H -2.9926 -1.8718 -1.6717 -0.4 0.1 0.9 0.18
H -4.1498 -1.6324 -0.2080 1.0 -0.2 -0.7 0.16
H -3.1256 -3.7204 0.1506 0.7 0.9 -0.1 0.19
H -1.4617 -3.2506 -0.3249 -0.7 0.7 0.7 0.19
H -0.7396 -1.3217 2.5226 -0.3 -1.0 -0.2 0.17
H -0.5461 -1.6026 0.7467 -0.3 -0.2 1.0 0.16
H 1.9242 -3.7919 2.2890 -0.7 0.9 -0.4 0.20
H 1.5728 -2.0823 2.7091 -0.4 -0.6 -0.9 0.20
H 1.7191 -4.5408 -0.2916 0.3 1.1 0.1 0.23
H 2.8218 -3.9314 -2.5971 -0.2 0.7 1.0 0.23
H 3.7088 -1.5998 -2.9672 -0.6 0.0 1.2 0.23
H 3.7144 2.4447 -0.4748 -0.4 -1.1 0.2 0.20
H 2.6565 1.8964 1.7584 0.1 -0.8 -0.9 0.22
O 2.1913 4.2458 1.4257 -0.3 -0.3 0.0 -0.58
C 1.1488 4.4521 1.9846 0.4 0.3 -0.3 0.80
O 0.0335 3.7031 1.7968 0.4 0.0 0.0 -0.48
C -1.0608 4.2790 2.5256 -0.4 0.0 0.1 -0.07
C -0.4183 5.1172 3.6110 -0.1 0.2 0.4 -0.43
C 0.8648 5.5813 2.9446 -0.3 -0.2 0.4 -0.53
H -1.6604 4.8795 1.8361 0.1 0.0 0.0 0.18
H -1.6849 3.4854 2.9355 0.1 -0.1 -0.2 0.20
H -1.0535 5.9320 3.9587 0.0 -0.1 -0.1 0.22
H -0.1776 4.4878 4.4718 -0.1 0.0 -0.1 0.21
H 0.7199 6.5025 2.3766 0.1 0.0 0.0 0.24
H 1.6739 5.6972 3.6631 0.1 0.1 -0.3 0.25
O 6.2138 6.7677 -1.0699 0.2 -0.1 -0.5 -0.56
C 5.5922 6.1105 -1.8554 0.0 0.4 0.5 0.79
O 5.8965 6.0257 -3.1790 0.1 0.0 0.2 -0.49
C 4.8950 5.2504 -3.8534 -0.1 -0.1 -0.3 -0.07
C 4.2522 4.4051 -2.7741 -0.3 -0.4 0.1 -0.43
C 4.3519 5.3038 -1.5534 0.0 -0.5 -0.3 -0.53
H 4.1839 5.9345 -4.3248 0.0 0.0 0.0 0.18
H 5.3630 4.6413 -4.6265 0.1 0.2 0.0 0.20
H 3.2327 4.1027 -3.0147 0.1 0.0 -0.1 0.22
H 4.8426 3.4990 -2.6124 -0.1 0.0 -0.1 0.21
H 3.4984 5.9800 -1.4738 0.1 0.0 0.1 0.24
H 4.4720 4.7294 -0.6368 -0.1 0.4 0.1 0.25
O -4.7468 -5.0954 -2.3835 -0.5 0.0 -0.1 -0.56
C -5.6069 -5.4090 -1.6103 0.6 0.3 -0.1 0.79
O -6.9362 -5.2636 -1.8574 0.3 -0.1 -0.1 -0.49
C -7.6847 -5.6305 -0.6894 -0.3 0.0 0.1 -0.07
C -6.7639 -6.5314 0.1077 0.0 -0.3 0.4 -0.43
C -5.3934 -5.9692 -0.2251 -0.4 -0.4 0.1 -0.53
H -7.9489 -4.7197 -0.1451 0.0 0.0 0.0 0.18
H -8.6003 -6.1409 -0.9875 0.1 0.2 -0.2 0.20
H -6.9885 -6.5412 1.1745 -0.1 0.0 -0.1 0.22
H -6.8385 -7.5579 -0.2609 0.0 0.1 0.0 0.21
H -5.1123 -5.1561 0.4475 0.1 0.0 -0.1 0.24
H -4.6304 -6.7451 -0.2295 0.2 0.3 0.0 0.25
```
Forces are in eV/Å.

2S+1: 1
Total energy: -46812.528 eV
HOMO: -8.66 eV
Gap between HOMO and LUMO: 8.351 eV

No. 3
C24H32N4O2 | ωB97M-V/def2-TZVPD

```
62
Properties=species:S:1:pos:R:3:forces:R:3:nbo_charge:R:1
C 5.9817 0.5194 -0.1098 0.0 0.0 0.0 -0.63
C 4.5985 -0.0353 0.0403 -0.1 -0.1 0.1 0.00
C 4.4058 -1.2767 0.6300 0.0 0.1 0.0 -0.20
C 3.1386 -1.8127 0.7766 -0.1 0.0 0.0 -0.20
C 2.0413 -1.0973 0.3411 0.0 0.1 0.0 -0.23
C 2.2238 0.1473 -0.2481 0.4 -0.4 0.2 0.21
C 3.4951 0.6918 -0.4186 -0.3 0.0 0.0 -0.03
C 3.6842 2.0184 -1.0877 0.0 0.0 0.0 -0.64
H 4.4093 1.9321 -1.8951 0.1 0.1 -0.1 0.23
H 4.0647 2.7549 -0.3794 0.0 0.1 0.0 0.22
H 2.7504 2.3843 -1.5053 0.0 0.1 0.0 0.23
N 1.0682 0.8500 -0.6638 -0.4 0.4 0.1 -0.21
C 0.4691 1.8809 -0.0274 -0.4 0.2 -0.2 0.17
C -0.7037 2.1416 -0.7080 0.4 0.1 0.1 -0.16
C -0.7267 1.2037 -1.7522 0.3 0.2 0.2 -0.04
N 0.3405 0.4284 -1.7052 0.1 -0.5 -0.7 -0.27
H -1.4693 1.0728 -2.5136 -0.2 -0.1 -0.2 0.23
C -1.7436 3.0901 -0.2046 0.0 0.1 -0.2 -0.07
N -2.7952 2.3190 0.4532 0.2 0.4 0.3 -0.62
C -3.7873 1.7070 -0.2376 -0.3 -0.1 0.7 0.69
O -4.0585 1.9764 -1.3879 0.0 0.0 -0.5 -0.63
C -4.5205 0.6340 0.5564 0.0 -0.1 -0.3 -0.49
H -4.3975 0.7905 1.6290 0.0 0.0 0.0 0.20
H -5.5812 0.6857 0.3091 0.0 0.1 0.0 0.24
C -3.9825 -0.7468 0.1558 0.2 0.0 0.1 -0.39
H -4.1809 -0.8949 -0.9072 -0.1 0.0 0.0 0.21
H -4.5101 -1.5211 0.7160 0.0 0.0 0.0 0.21
C -2.4803 -0.8602 0.4265 -0.2 0.1 0.2 -0.25
N -1.9278 -2.1555 0.0780 -0.2 0.2 -0.1 -0.44
C -1.4334 -2.9298 1.0693 0.1 -0.3 0.1 0.68
O -1.5271 -2.6097 2.2438 0.0 -0.1 0.4 -0.65
C -0.7989 -4.2540 0.6820 0.2 0.0 0.0 -0.49
C -0.2893 -4.3143 -0.7501 -0.2 -0.1 0.0 -0.40
C -1.3939 -3.8177 -1.6705 0.2 0.2 0.1 -0.40
C -1.6851 -2.3627 -1.3388 0.1 -0.2 -0.4 -0.22
H -0.8396 -1.7329 -1.6525 -0.2 -0.1 0.0 0.22
H -2.5693 -2.0242 -1.8858 0.1 0.0 0.0 0.20
H -2.2920 -4.4215 -1.5242 0.0 0.0 0.0 0.20
H -1.0978 -3.8906 -2.7173 -0.1 0.0 0.0 0.22
H 0.5935 -3.6815 -0.8662 0.1 0.0 0.0 0.20
H -0.0047 -5.3381 -1.0000 0.1 0.0 0.0 0.21
H -1.5674 -5.0180 0.8352 0.0 0.0 0.0 0.23
H -0.0031 -4.4536 1.4020 -0.1 0.0 0.0 0.23
H -2.2877 -0.7171 1.4937 0.0 0.1 -0.2 0.24
H -1.9466 -0.0999 -0.1500 0.0 -0.1 0.1 0.21
H -2.5538 1.9464 1.3586 -0.1 -0.1 -0.1 0.39
C -1.0948 4.0590 0.7894 -0.1 -0.1 0.0 -0.40
H -1.8761 4.6218 1.3027 0.0 0.1 -0.1 0.22
C -0.2185 3.3356 1.8186 0.1 0.1 -0.1 -0.39
H -0.8163 2.6027 2.3651 0.0 0.0 0.1 0.19
H 0.1529 4.0590 2.5463 0.0 -0.1 0.1 0.22
C 0.9668 2.6212 1.1585 0.0 0.0 0.2 -0.44
H 1.4548 1.9434 1.8635 0.0 0.1 0.0 0.23
H 1.7104 3.3605 0.8424 0.0 0.0 0.0 0.22
H -0.4789 4.7655 0.2298 0.0 0.1 0.0 0.21
H -2.2257 3.6257 -1.0284 0.1 0.0 0.2 0.24
H 1.0406 -1.4835 0.4622 -0.1 0.0 0.0 0.23
H 3.0064 -2.7797 1.2373 0.0 -0.1 0.1 0.22
H 5.2635 -1.8333 0.9788 0.1 0.0 0.0 0.21
H 6.2352 0.6365 -1.1631 0.1 0.1 -0.1 0.22
H 6.0574 1.4992 0.3597 0.1 0.1 0.0 0.22
H 6.7123 -0.1422 0.3476 0.1 0.0 0.0 0.22
```
Forces are in eV/Å.

2S+1: 1
Total energy: -35464.812 eV
HOMO: -8.88 eV
Gap between HOMO and LUMO: 9.561 eV

No. 4
C24H32N6O2 | ωB97M-V/def2-TZVPD

```
64
Properties=species:S:1:pos:R:3:forces:R:3:nbo_charge:R:1
C 7.4264 0.9821 2.4586 2.3 -5.3 -4.5 -0.24
H 7.3403 1.4311 3.3294 -0.6 2.3 4.2 0.17
O 6.4989 1.4346 1.4918 11.0 0.2 -2.4 -0.46
C 5.3028 1.5750 1.6836 2.2 0.0 -0.5 0.21
C 4.7919 1.0503 2.6864 -8.8 -2.7 12.4 -0.29
C 3.3968 1.3379 2.9953 1.2 -0.5 -1.4 -0.12
C 2.6391 2.0539 2.0191 -2.0 -5.6 7.3 -0.11
C 3.2446 2.2001 0.8847 2.4 2.2 -2.1 -0.19
C 4.6280 2.1111 0.7654 -5.6 4.8 -8.6 -0.21
H 5.0474 2.5703 -0.1933 -0.2 -1.0 1.6 0.23
H 2.5891 2.7343 0.3124 -0.9 1.1 -3.3 0.21
C 1.1541 1.8035 2.2923 -1.9 10.2 -4.6 -0.24
N 0.5883 0.5766 2.2038 -2.4 3.9 9.1 -0.30
C 0.4353 -0.4984 1.6825 4.2 -6.2 -11.5 0.39
N -0.0451 -1.5627 2.2324 -1.0 3.2 3.4 -0.35
N -0.3981 -0.8088 3.4989 -0.8 -2.5 -0.8 -0.04
N -0.0711 0.3739 3.4131 -0.3 -0.2 2.5 -0.07
C 1.0408 -0.4734 0.2052 -3.9 -6.9 0.0 -0.04
N -0.1717 -0.6562 -0.7538 7.6 9.5 1.0 -0.43
C -0.6927 0.8568 -0.8498 1.7 -6.9 -7.2 -0.24
C -1.4659 0.6948 -2.2050 -1.8 7.6 2.5 -0.17
N -2.5441 -0.1118 -1.8730 -4.8 2.7 -2.5 -0.50
C -3.7779 -0.1160 -2.7083 0.8 2.3 -0.4 0.18
C -3.8188 0.8501 -3.8182 -1.5 -6.0 1.3 -0.29
C -4.9714 0.5683 -4.5770 2.4 9.4 -5.0 -0.17
C -6.1909 0.1374 -4.2809 3.4 2.6 -3.5 -0.27
C -6.0029 -0.5929 -3.3086 -3.2 -10.5 13.3 -0.23
C -4.9767 -0.9067 -2.3117 4.5 9.6 -11.3 0.29
O -4.7407 -1.4542 -1.2551 -3.9 -5.9 6.8 -0.44
C -5.9796 -2.1398 -0.8278 9.3 -10.6 0.2 -0.24
H -6.3682 -3.0471 -1.4337 1.0 1.9 0.0 0.20
H -6.6546 -1.5929 -0.6044 -8.4 7.6 2.4 0.15
H -5.6768 -2.7225 0.1374 -0.4 1.3 -1.5 0.20
H -6.8853 -1.1495 -2.9519 -0.4 0.0 -0.1 0.17
H -6.9851 0.3058 -4.8444 -3.5 0.4 -2.1 0.22
H -5.1322 1.4519 -5.3496 1.1 -1.8 0.3 0.17
H -2.8985 1.0704 -4.3317 0.0 0.9 0.2 0.23
C -2.0665 -1.3094 -1.7633 5.6 -9.7 -0.6 -0.14
C -1.1129 -1.5330 -0.5584 -4.9 -0.4 1.3 -0.24
H -0.6306 -2.4618 -0.2810 -0.9 -0.8 -0.5 0.22
H -1.8334 -1.1534 0.2100 0.3 -1.0 0.8 0.14
H -2.7472 -2.0727 -1.5498 -1.5 -1.0 -0.6 0.21
H -1.2638 -1.7555 -2.7110 -2.4 1.3 1.7 0.09
H -1.9114 1.8388 -2.3913 1.0 -2.7 0.1 0.18
H -0.7962 0.4992 -2.9882 0.6 -1.0 -1.3 0.20
H 0.0139 1.5054 -1.1815 2.8 1.8 0.3 0.19
H -1.3436 1.1088 -0.1906 -3.8 1.8 4.8 0.18
H 1.5664 0.3797 -0.1548 0.7 0.4 0.3 0.22
C 1.8774 -1.9555 0.0807 5.5 14.6 -3.6 -0.22
C 2.4252 -1.9174 -1.2751 -5.9 -7.9 -3.8 -0.56
H 2.8986 -2.9343 -1.5246 0.0 1.5 0.4 0.21
H 2.9514 -1.1758 -1.6751 2.1 3.4 -1.0 0.20
H 1.3296 -2.1216 -2.1268 3.3 1.0 2.3 0.18
C 3.0577 -1.6038 0.8988 -1.2 -2.1 5.7 -0.59
H 3.6328 -2.4799 0.7803 1.3 -1.4 0.9 0.21
H 2.6705 -1.5090 2.1347 1.6 -0.3 -3.5 0.18
H 3.7710 -0.8687 0.6708 0.1 1.8 -0.7 0.22
H 1.3768 -2.6424 0.3961 -5.6 -8.1 3.3 0.19
H 0.5404 2.3567 1.3885 1.8 -0.6 1.2 0.20
H 0.5855 2.7482 3.0904 1.9 -4.1 -1.6 0.30
H 2.8492 0.8168 3.8074 0.8 0.7 -0.2 0.21
H 5.1971 0.7319 3.6803 0.7 -0.3 -1.7 0.24
H 7.1972 -0.2022 2.5871 0.8 2.6 0.0 0.18
H 8.6145 1.0899 2.1182 -3.5 -0.1 0.3 0.21
```
Forces are in eV/Å.

2S+1: 1
Total energy: -38417.776 eV
HOMO: -7.53 eV
Gap between HOMO and LUMO: 8.145 eV

Question: Which of these has the lowest HOMO?
Answer: C24H32N4O2

Question: The highest total energy belongs to which entry?
Answer: C24H32N4O2

Question: What is the formula in the fourth record?
Answer: C24H32N6O2

Question: Number 3 is which compound?
Answer: C24H32N4O2